Formula: C3HNO2
Source: the OMol25 dataset
Level of theory: wB97M-V/def2-TZVPD

Geometry as XYZ:
```
7
Properties=species:S:1:pos:R:3:lowdin_charge:R:1
N 2.78506 0.07037 0.35298 0.18
C 1.63798 0.00233 0.20352 -0.10
C 0.18082 0.27139 0.07754 -0.28
O -0.10669 1.42098 0.30497 0.11
C -1.18227 -0.51099 -0.25739 -0.15
O -1.48394 -1.62940 -0.55912 0.11
H -1.83096 0.37532 -0.12251 0.13
```

Computed properties:
Gap between HOMO and LUMO = 9.591 eV
Energy above the lowest of the compared OMol25 structures with the same formula, charge and spin = 64.56 kJ/mol
Structure (SMILES) = N#CC(=O)C=O
2S+1 = 1
HOMO level = -0.41543 Eh
LUMO = -1.71 eV
Energy = -8709.6758 eV